Density functional theory data (the ωB97M-V functional and the def2-TZVPD basis) for a structure of composition C17H16N6OPtSSe in a non-equilibrium geometry.

Each line ends with the Mulliken charge.
Element x y z (Å)
1 Pt 0.466 -0.880 0.549  0.9106
2 N 1.084 -0.828 4.678  0.0804
3 C 0.051 0.079 4.737  0.7333
4 C -0.599 0.668 5.782  -1.0660
5 C -1.612 1.585 5.443  -0.2612
6 C -1.972 1.893 4.082  -0.7631
7 C -1.341 1.304 3.034  -0.6098
8 C -0.304 0.369 3.345  1.1783
9 N 0.481 -0.339 2.554  -0.2311
10 C 1.343 -1.072 3.382  0.4399
11 C 2.320 -1.889 2.809  0.2002
12 C 3.360 -2.612 3.415  -0.3927
13 S 4.307 -3.370 2.263  0.1708
14 C 3.285 -2.716 1.004  -0.1146
15 N 2.311 -1.982 1.426  -0.3048
16 H 1.555 -1.233 5.481  0.3056
17 H -0.358 0.458 6.817  0.5133
18 H -2.144 2.090 6.246  0.4962
19 H -2.763 2.611 3.899  0.4967
20 H -1.601 1.529 2.008  0.4849
21 H 3.586 -2.694 4.472  0.3636
22 H 3.473 -2.915 -0.044  0.4839
23 Se -0.012 -2.137 -3.069  0.5096
24 N -1.555 -2.876 -3.071  -0.6019
25 C -2.161 -2.815 -1.899  0.5141
26 C -3.431 -3.278 -1.469  -0.3620
27 C -3.799 -3.046 -0.173  -0.6793
28 C -2.929 -2.368 0.725  -0.2377
29 N -1.743 -1.942 0.348  -0.2225
30 C -1.359 -2.145 -0.913  0.8296
31 N -0.182 -1.708 -1.324  -0.2940
32 H -4.078 -3.804 -2.162  0.5207
33 H -4.762 -3.372 0.197  0.4203
34 H -3.233 -2.191 1.748  0.4484
35 C 2.475 3.028 -0.269  -1.1347
36 C 2.272 1.773 -1.071  -0.2439
37 O 1.041 1.060 -0.790  -0.5006
38 H 3.434 3.475 -0.526  0.3640
39 H 2.471 2.829 0.808  0.2524
40 H 1.699 3.776 -0.448  0.3992
41 H 3.095 1.067 -0.954  0.3281
42 H 2.265 2.025 -2.138  0.2922
43 H 0.337 1.708 -0.667  0.2836

The value obtained for the frontier orbital gap (alpha / beta) is 3.383 / 3.276 eV. As for the multiplicity: 1. As for the net charge: +4. The HOMO energy (alpha / beta) is -20.67 / -20.67 eV. The value obtained for the max |F| is 0.0430 Eh/bohr.

Density functional theory data (the ωB97M-V functional and the def2-TZVPD basis) for a structure of composition C6H8O3 in a non-equilibrium geometry.

Each line ends with the Mulliken charge.
Element x y z (Å)
1 C 0.262 2.290 -0.963  -1.3449
2 C 1.276 0.267 0.266  0.4361
3 C 0.156 -1.262 0.486  0.7050
4 C 0.247 0.993 -0.217  0.1433
5 C -0.929 0.104 -0.099  -0.2951
6 C 0.135 -2.278 -0.396  -0.7897
7 O 0.164 -1.421 1.837  -0.5021
8 O -1.836 0.262 0.903  -0.5153
9 O 2.426 0.204 0.596  -0.5533
10 H 0.034 -2.349 2.077  0.3332
11 H -1.471 0.875 1.561  0.4218
12 H -1.464 -0.183 -1.008  0.4440
13 H 1.286 2.648 -1.064  0.3618
14 H -0.318 3.070 -0.461  0.2835
15 H -0.153 2.170 -1.969  0.3112
16 H 0.090 -2.070 -1.454  0.3137
17 H 0.093 -3.320 -0.095  0.2465

The value obtained for the frontier orbital gap (alpha / beta) is 7.441 / 7.441 eV. As for the multiplicity: 1. As for the net charge: 0. The HOMO energy (alpha / beta) is -8.18 / -8.18 eV. The value obtained for the max |F| is 0.0428 Eh/bohr.

Density functional theory data (the ωB97M-V functional and the def2-TZVPD basis) for a structure of composition C20H13BrF3N6O2OsS in a non-equilibrium geometry.

Each line ends with the Mulliken charge.
Element x y z (Å)
1 Os -0.036 0.453 0.096  0.6352
2 N -1.898 -2.378 2.500  -0.0796
3 C -0.678 -3.014 2.560  -0.8128
4 C 0.181 -2.269 1.816  -0.3569
5 N -0.503 -1.193 1.303  -0.1009
6 C -1.757 -1.282 1.734  0.1732
7 C -2.676 -0.243 1.325  0.4546
8 N -2.179 0.739 0.589  0.0319
9 C -3.219 1.577 0.285  -0.5817
10 C -4.357 1.092 0.857  -0.5314
11 N -3.998 -0.063 1.513  -0.1137
12 H -2.738 -2.690 2.959  0.1656
13 H -0.536 -3.923 3.117  0.4175
14 H 1.226 -2.423 1.608  0.4754
15 H -3.077 2.454 -0.322  0.5000
16 H -5.369 1.453 0.855  0.4226
17 H -4.630 -0.662 2.018  0.1677
18 F 5.087 1.423 2.618  -0.2085
19 C 4.227 0.944 3.521  0.6398
20 F 4.381 -0.390 3.566  -0.2240
21 F 4.580 1.430 4.716  -0.2918
22 C 2.797 1.311 3.188  -0.0285
23 C 2.090 2.133 4.035  -0.2319
24 C 0.777 2.475 3.724  -0.8712
25 C 0.223 1.946 2.592  -0.1953
26 N 0.901 1.129 1.757  -0.5188
27 C 2.195 0.822 2.014  0.7830
28 S 3.070 -0.128 0.863  -0.3357
29 H 2.563 2.512 4.930  0.5359
30 H 0.198 3.134 4.354  0.4475
31 H -0.797 2.156 2.303  0.4335
32 Br 1.256 2.906 -5.331  -0.1106
33 C 1.463 1.188 -4.575  -0.1711
34 C 1.817 0.158 -5.461  -0.1951
35 C 1.975 -1.167 -4.999  -0.7207
36 C 1.787 -1.470 -3.694  -0.7765
37 C 1.367 -0.452 -2.703  0.8561
38 C 1.230 0.936 -3.252  1.1690
39 C 0.842 1.990 -2.271  -0.0799
40 O 1.314 3.089 -2.232  -0.5098
41 O -0.152 1.616 -1.428  -0.4574
42 H 1.977 0.395 -6.503  0.4634
43 H 2.270 -1.934 -5.702  0.4062
44 H 1.951 -2.472 -3.320  0.4594
45 H 0.358 -0.758 -2.326  0.0396
46 N 2.305 -0.448 -1.562  -0.5821
47 C 1.815 -0.097 -0.450  0.4089

The value obtained for the frontier orbital gap (alpha / beta) is 3.801 / 5.325 eV. As for the multiplicity: 1. As for the net charge: +1. The HOMO energy (alpha / beta) is -9.31 / -10.20 eV. The value obtained for the max |F| is 0.0380 Eh/bohr.

Density functional theory data (the ωB97M-V functional and the def2-TZVPD basis) for the ion C6H12NO with charge +1 in a non-equilibrium geometry.

Each line ends with the Mulliken charge.
Element x y z (Å)
1 C -2.942 0.725 -0.055  -0.6766
2 C -1.589 0.785 -0.065  0.3378
3 C 1.139 0.988 0.866  -1.2429
4 C 1.262 -1.448 0.680  -1.6255
5 C 0.959 -0.121 -1.491  -1.1916
6 C 0.624 -0.252 0.045  0.7495
7 N -0.794 -0.285 0.045  0.5545
8 O -1.411 -1.582 0.400  -0.3283
9 H -3.614 1.480 -0.229  0.3291
10 H -3.316 -0.276 0.110  0.3215
11 H -1.062 1.682 -0.300  0.2557
12 H 0.762 1.932 0.285  0.3154
13 H 0.569 0.882 1.795  0.4307
14 H 2.209 0.952 0.950  0.4172
15 H 2.311 -1.612 0.549  0.3972
16 H 0.713 -2.339 0.476  0.4562
17 H 1.102 -1.347 1.728  0.4546
18 H 0.663 -1.065 -2.132  0.3329
19 H 0.377 0.811 -1.900  0.3434
20 H 2.039 0.090 -1.759  0.3693

The value obtained for the frontier orbital gap (alpha / beta) is 7.918 / 7.919 eV. As for the multiplicity: 1. As for the net charge: +1. The HOMO energy (alpha / beta) is -15.92 / -15.92 eV. The value obtained for the max |F| is 0.1944 Eh/bohr. Its structure (SMILES) is C=C[N+](=O)C(C)(C)C.

Density functional theory data (the ωB97M-V functional and the def2-TZVPD basis) for a cluster of 2 separate species, C2H4IOP3 in total in a non-equilibrium geometry.

Each line ends with the Mulliken charge.
Element x y z (Å)
1 C -0.493 -0.005 0.652  0.4960
2 C -0.926 1.405 0.680  -1.0447
3 O 0.151 -1.488 -1.781  -0.4988
4 P 1.152 -0.434 0.936  -0.1437
5 P -1.545 -1.393 0.530  -0.0607
6 P 0.344 -2.174 -0.215  0.0930
7 I 4.284 0.931 -0.191  -0.0965
8 H -0.195 1.835 0.001  0.3313
9 H -0.976 2.024 1.620  0.2762
10 H -1.906 1.524 0.154  0.3277
11 H 0.109 -2.227 -2.387  0.3202

The value obtained for the frontier orbital gap (alpha / beta) is 5.301 / 7.018 eV. As for the multiplicity: 1. As for the net charge: 0. The HOMO energy (alpha / beta) is -8.10 / -8.86 eV. The value obtained for the max |F| is 0.0398 Eh/bohr.

Q: max |F| of number 3 (C20H13BrF3N6O2OsS)?
A: 0.0380 Eh/bohr

What did the first record say?
Density functional theory data (the ωB97M-V functional and the def2-TZVPD basis) for a structure of composition C17H16N6OPtSSe in a non-equilibrium geometry.

Each line ends with the Mulliken charge.
Element x y z (Å)
1 Pt 0.466 -0.880 0.549  0.9106
2 N 1.084 -0.828 4.678  0.0804
3 C 0.051 0.079 4.737  0.7333
4 C -0.599 0.668 5.782  -1.0660
5 C -1.612 1.585 5.443  -0.2612
6 C -1.972 1.893 4.082  -0.7631
7 C -1.341 1.304 3.034  -0.6098
8 C -0.304 0.369 3.345  1.1783
9 N 0.481 -0.339 2.554  -0.2311
10 C 1.343 -1.072 3.382  0.4399
11 C 2.320 -1.889 2.809  0.2002
12 C 3.360 -2.612 3.415  -0.3927
13 S 4.307 -3.370 2.263  0.1708
14 C 3.285 -2.716 1.004  -0.1146
15 N 2.311 -1.982 1.426  -0.3048
16 H 1.555 -1.233 5.481  0.3056
17 H -0.358 0.458 6.817  0.5133
18 H -2.144 2.090 6.246  0.4962
19 H -2.763 2.611 3.899  0.4967
20 H -1.601 1.529 2.008  0.4849
21 H 3.586 -2.694 4.472  0.3636
22 H 3.473 -2.915 -0.044  0.4839
23 Se -0.012 -2.137 -3.069  0.5096
24 N -1.555 -2.876 -3.071  -0.6019
25 C -2.161 -2.815 -1.899  0.5141
26 C -3.431 -3.278 -1.469  -0.3620
27 C -3.799 -3.046 -0.173  -0.6793
28 C -2.929 -2.368 0.725  -0.2377
29 N -1.743 -1.942 0.348  -0.2225
30 C -1.359 -2.145 -0.913  0.8296
31 N -0.182 -1.708 -1.324  -0.2940
32 H -4.078 -3.804 -2.162  0.5207
33 H -4.762 -3.372 0.197  0.4203
34 H -3.233 -2.191 1.748  0.4484
35 C 2.475 3.028 -0.269  -1.1347
36 C 2.272 1.773 -1.071  -0.2439
37 O 1.041 1.060 -0.790  -0.5006
38 H 3.434 3.475 -0.526  0.3640
39 H 2.471 2.829 0.808  0.2524
40 H 1.699 3.776 -0.448  0.3992
41 H 3.095 1.067 -0.954  0.3281
42 H 2.265 2.025 -2.138  0.2922
43 H 0.337 1.708 -0.667  0.2836

The value obtained for the frontier orbital gap (alpha / beta) is 3.383 / 3.276 eV. As for the multiplicity: 1. As for the net charge: +4. The HOMO energy (alpha / beta) is -20.67 / -20.67 eV. The value obtained for the max |F| is 0.0430 Eh/bohr.

Q: Which value of max |F| does entry 1 give?
A: 0.0430 Eh/bohr